Record 1
{
  "formula": "C28H33IrN5O",
  "method": "ωB97M-V/def2-TZVPD",
  "species": ["Ir", "O", "C", "N", "C", "C", "C", "C", "C", "C", "N", "C", "C", "C", "C", "C", "N", "H", "H", "H", "H", "H", "H", "H", "H", "H", "H", "C", "N", "C", "C", "C", "N", "C", "C", "H", "H", "H", "H", "H", "H", "H", "H", "H", "H", "H", "H", "H", "H", "H", "H", "C", "C", "C", "C", "C", "C", "C", "C", "C", "C", "H", "H", "H", "H", "H", "H", "H"],
  "xyz": [[-0.025, 0.215, -0.265], [-3.024, -2.336, 1.002], [-1.974, -1.843, 0.620], [-1.570, -0.585, 0.843], [-2.508, 0.269, 1.517], [-1.943, 1.637, 1.651], [-2.633, 2.623, 2.351], [-2.135, 3.907, 2.393], [-0.934, 4.180, 1.745], [-0.296, 3.153, 1.092], [-0.784, 1.902, 1.040], [-0.975, -2.639, -0.161], [-1.176, -3.995, -0.357], [-0.235, -4.715, -1.069], [0.872, -4.046, -1.578], [0.985, -2.688, -1.356], [0.089, -1.996, -0.649], [-2.773, -0.143, 2.496], [-3.453, 0.333, 0.959], [-3.556, 2.364, 2.853], [-2.673, 4.690, 2.909], [-0.508, 5.172, 1.742], [0.630, 3.325, 0.572], [-2.069, -4.438, 0.060], [-0.356, -5.778, -1.230], [1.632, -4.564, -2.144], [1.825, -2.136, -1.754], [2.184, 2.447, -1.090], [2.110, 0.979, -1.060], [2.435, 0.515, -2.417], [3.113, 0.435, -0.123], [2.722, 0.588, 1.333], [1.503, -0.158, 1.645], [1.790, -1.592, 1.799], [0.954, 0.298, 2.930], [3.163, 2.772, -1.461], [2.047, 2.858, -0.097], [1.411, 2.836, -1.750], [3.446, 0.829, -2.698], [1.730, 0.940, -3.127], [2.385, -0.569, -2.474], [4.083, 0.921, -0.285], [3.240, -0.625, -0.351], [2.548, 1.640, 1.568], [3.558, 0.254, 1.960], [2.498, -1.757, 2.620], [2.210, -2.010, 0.888], [0.867, -2.124, 2.025], [1.655, 0.094, 3.748], [0.022, -0.230, 3.131], [0.753, 1.365, 2.907], [-4.714, 2.651, -2.606], [-3.834, 3.050, -1.583], [-2.631, 2.422, -1.420], [-2.227, 1.348, -2.251], [-0.995, 0.635, -2.075], [-0.640, -0.267, -3.056], [-1.472, -0.572, -4.152], [-2.688, 0.028, -4.271], [-3.091, 1.003, -3.331], [-4.338, 1.661, -3.467], [-5.672, 3.140, -2.723], [-4.112, 3.868, -0.929], [-1.953, 2.768, -0.661], [0.308, -0.788, -2.998], [-1.141, -1.297, -4.886], [-3.348, -0.212, -5.095], [-4.989, 1.360, -4.279]],
  "lowdin_charge": [1.33, 0.08, -0.49, -0.09, -0.15, -0.26, 0.01, -0.02, -0.03, -0.13, -0.02, -0.17, 0.04, -0.01, -0.02, -0.13, 0.00, 0.14, 0.15, 0.13, 0.12, 0.12, 0.08, 0.13, 0.12, 0.12, 0.09, -0.08, -0.32, -0.09, -0.18, -0.18, -0.32, -0.08, -0.08, 0.11, 0.05, 0.11, 0.11, 0.09, 0.06, 0.14, 0.11, 0.12, 0.14, 0.10, 0.07, 0.09, 0.10, 0.09, 0.07, -0.07, -0.07, -0.05, -0.17, -0.20, -0.16, -0.07, -0.04, -0.16, -0.03, 0.11, 0.10, 0.07, 0.05, 0.11, 0.12, 0.12],
  "de_lowest_ev": 1.042,
  "energy_ev": -41903.9308,
  "homo_energy_ev": -9.93,
  "gap_ha": 0.2579,
  "total_charge": 1
}

---

Record 2
{
  "formula": "C5H9O7",
  "method": "ωB97M-V/def2-TZVPD",
  "species": ["H", "O", "O", "C", "C", "C", "C", "C", "O", "O", "O", "H", "O", "O", "H", "H", "H", "H", "H", "H", "H"],
  "xyz": [[1.953, -1.923, -3.098], [1.705, -1.726, -2.175], [0.925, -0.473, -2.327], [-0.262, -0.734, -1.646], [-0.230, -0.594, -0.093], [-0.247, 0.836, 0.583], [-1.095, 0.889, 1.807], [-0.511, 2.008, -0.403], [-0.470, 2.002, -1.622], [1.139, 1.227, 0.864], [1.228, 2.196, 1.809], [1.533, -2.794, 1.738], [0.950, -1.303, 0.263], [0.754, -2.210, 1.540], [-0.985, -0.071, -2.143], [-0.602, -1.766, -1.828], [-1.115, -1.161, 0.263], [-2.156, 0.955, 1.576], [-0.970, -0.035, 2.338], [-0.862, 1.710, 2.496], [-0.682, 2.968, 0.057]],
  "lowdin_charge": [0.11, -0.02, -0.09, -0.17, -0.20, -0.37, -0.01, -0.13, 0.08, -0.06, 0.02, 0.11, -0.08, -0.02, 0.13, 0.14, 0.17, 0.10, 0.09, 0.09, 0.13],
  "de_lowest_ev": 2.826,
  "spin_multiplicity": 2,
  "energy_ev": -19651.6964,
  "homo_energy_ev": [-9.87, -9.97],
  "gap_ha": [0.3721, 0.3257],
  "total_charge": 0
}

---

Record 3
{
  "formula": "C6H5ClNOS",
  "method": "ωB97M-V/def2-TZVPD",
  "species": ["C", "C", "C", "C", "C", "C", "N", "O", "S", "Cl", "H", "H", "H", "H", "H"],
  "xyz": [[0.116, -0.942, -0.316], [-0.904, -0.199, -0.966], [0.974, -0.390, 0.600], [-1.100, 1.082, -0.456], [0.938, 0.920, 0.944], [-0.190, 1.507, 0.465], [-0.281, 3.540, 1.212], [-1.445, 3.953, 1.140], [0.968, 3.693, 2.148], [1.631, 3.431, 4.452], [0.235, -1.953, -0.458], [-1.500, -0.507, -1.801], [1.818, -0.909, 1.009], [-1.569, 1.883, -0.957], [1.840, 1.259, 1.366]],
  "lowdin_charge": [-0.10, -0.07, -0.12, -0.09, -0.13, -0.04, -0.71, -0.18, 0.46, -0.42, 0.06, 0.08, 0.10, 0.09, 0.07],
  "spin_multiplicity": 3,
  "energy_ev": -33192.9882,
  "homo_energy_ev": [-1.82, -4.21],
  "gap_ha": [0.1903, 0.2384],
  "total_charge": -1
}